Entry 1:
DFT (wB97M-V/def2-TZVPD) results for the molecule C2H4N4.

Output
* 2S+1: 1
* structure (SMILES): Cn1ncnn1
* frontier orbital gap: 11.317 eV
* charge: 0

```
10
Properties=species:S:1:pos:R:3:forces:R:3
N 0.450293 -1.071604 0.085439 -0.433 -0.338 0.123
N -0.714269 0.394415 -1.113534 0.039 -0.050 0.547
N 0.425250 0.169807 -0.418591 -0.170 -0.134 0.484
N -1.406932 -0.686065 -1.068166 0.150 0.090 0.028
C 0.811257 1.089374 0.668581 0.182 0.356 -0.012
C -0.695861 -1.554925 -0.279934 0.040 -0.337 -0.085
H 0.291980 2.031899 0.532964 0.243 0.125 -0.158
H 1.893298 1.187911 0.708581 -0.076 0.186 -0.096
H 0.470634 0.617844 1.599809 0.085 0.381 -0.259
H -1.071702 -2.469344 0.144794 -0.061 -0.279 -0.573
```
Forces are in eV/Å.

Entry 2:
DFT (wB97M-V/def2-TZVPD) results for a cluster of 2 separate species, C2H4N4 in total at a distorted geometry.

Output
* 2S+1: 1
* frontier orbital gap: 11.220 eV
* charge: 0

```
10
Properties=species:S:1:pos:R:3:forces:R:3
N 2.351476 -0.045692 0.088873 0.336 0.351 0.065
N -0.860773 -0.066659 1.004964 0.050 1.284 -0.462
N 1.557492 -0.876747 -0.267700 -1.418 -1.630 -0.683
N 2.900411 0.802875 0.558197 0.817 0.795 0.344
C -1.906005 -0.091828 -0.099315 -1.749 1.437 2.633
C -0.888440 0.908008 0.205519 -0.227 -1.697 0.820
H 1.826359 -1.530294 -0.995551 0.511 0.303 0.082
H -0.272263 1.751560 -0.018837 -0.013 0.495 -0.080
H -2.967939 -0.017559 0.313394 1.440 0.172 -0.933
H -1.740319 -0.833660 -0.789545 0.251 -1.511 -1.787
```
Forces are in eV/Å.

Entry 3:
DFT (wB97M-V/def2-TZVPD) results for the molecule C2H4N4 at a distorted geometry.

Output
* 2S+1: 3
* <S²>: 2.048
* frontier orbital gap (spin up / spin down): 9.477 / 7.994 eV
* charge: 0

```
10
Properties=species:S:1:pos:R:3:forces:R:3
N -0.684426 1.179137 0.668255 0.319 0.818 -0.472
N 0.646629 -0.519513 -0.086903 3.785 -1.769 -2.440
N 0.792422 -1.841729 -0.100953 -0.114 0.883 0.317
N 0.055520 1.594569 -1.578167 0.732 0.046 -1.399
C -0.148011 0.006731 0.740279 -2.904 1.079 1.518
C -0.500108 1.916770 -0.536864 -2.715 1.198 2.671
H -0.579370 -0.523343 1.541122 -0.084 -1.312 1.260
H -0.053461 -2.377163 -0.010355 0.292 -0.677 0.272
H 1.717077 -2.202280 -0.310181 -0.699 -0.026 -0.367
H -1.246271 2.766821 -0.326234 1.387 -0.240 -1.360
```
Forces are in eV/Å.

Entry 4:
DFT (wB97M-V/def2-TZVPD) results for the molecule C2H4N4O at a distorted geometry.

Output
* 2S+1: 1
* structure (SMILES): Nn1cn[nH]c1=O
* frontier orbital gap: 9.616 eV
* charge: 0

```
11
Properties=species:S:1:pos:R:3:forces:R:3
O -1.720678 -0.860351 0.980823 -0.645 0.235 1.395
N 0.154645 0.346216 0.226583 0.333 1.177 0.089
N -0.249928 -1.467170 -0.672552 2.081 -1.018 -2.047
N 0.023251 1.393618 1.135028 -1.373 1.718 0.746
N 0.863397 -0.974815 -1.340589 -0.335 -0.153 -0.085
C -0.718978 -0.720841 0.333511 0.756 0.590 -1.588
C 1.088506 0.159354 -0.792790 -1.140 0.534 1.052
H 1.777887 0.921703 -1.159623 -0.137 -0.422 0.460
H -0.974553 1.275267 1.526764 1.915 0.348 -0.769
H -0.338449 -2.415023 -0.901929 -1.065 -1.283 0.278
H 0.094900 2.342042 0.664774 -0.389 -1.726 0.470
```
Forces are in eV/Å.

Entry 5:
DFT (wB97M-V/def2-TZVPD) results for the molecule C2H4N4O at a distorted geometry.

Output
* 2S+1: 1
* frontier orbital gap: 10.610 eV
* charge: 0

```
11
Properties=species:S:1:pos:R:3:forces:R:3
O -0.904040 -1.774296 -0.509358 0.466 1.038 0.224
N 2.742080 1.520569 -1.801845 -0.316 -0.541 -0.455
N -1.497952 -0.502087 1.209721 4.231 -9.140 -6.940
N 1.779130 0.977561 -1.601030 -1.062 0.187 1.469
N 0.660550 0.493791 -1.323118 1.447 1.428 -4.948
C 0.429756 0.149976 -0.041736 1.233 -2.402 3.855
C -0.688462 -0.777005 0.171083 -2.179 -2.948 -2.104
H 1.257961 -0.563834 0.324285 -0.510 1.639 0.322
H -1.484946 0.151495 1.712087 2.651 12.909 9.027
H 0.092966 0.944878 0.598255 1.179 1.108 0.570
H -2.387042 -0.621048 1.261655 -7.140 -3.277 -1.019
```
Forces are in eV/Å.

Entry 6:
DFT (wB97M-V/def2-TZVPD) results for the molecule C2H4N4O at a distorted geometry.

Output
* 2S+1: 1
* frontier orbital gap (spin up / spin down): 8.201 / 8.204 eV
* charge: 0

```
11
Properties=species:S:1:pos:R:3:forces:R:3
O 0.195776 1.353311 -0.068348 -0.626 -1.094 0.739
N -1.963043 0.938940 -0.002708 -2.383 0.919 1.003
N 1.466165 0.924927 -0.111517 1.204 2.466 -0.175
N 2.713752 -0.851127 -0.031998 3.590 0.075 1.041
N 1.665500 -0.276348 -0.031398 -5.807 -1.607 -0.730
C -0.320038 -0.939195 0.049552 2.620 3.278 0.045
C -0.734316 0.314549 0.051226 -0.118 0.624 -0.450
H -2.156818 1.788633 0.636396 0.828 -2.146 -1.542
H 2.774469 -1.782116 -0.315056 -0.611 -1.596 -0.448
H -0.819848 -1.850491 0.011040 -0.127 -1.489 0.042
H -2.821600 0.378914 -0.187194 1.431 0.570 0.474
```
Forces are in eV/Å.

Entry 7:
DFT (wB97M-V/def2-TZVPD) results for the molecule C2H4N4O at a distorted geometry.

Output
* 2S+1: 1
* structure (SMILES): [H]/N=c1/nnon1C
* frontier orbital gap: 8.778 eV
* charge: 0

```
11
Properties=species:S:1:pos:R:3:forces:R:3
O 1.505671 -0.588709 -0.648050 -3.743 -1.663 1.219
N 0.236240 0.122332 -0.482146 1.642 0.843 -1.451
N 1.041338 -2.020800 -0.239416 -2.611 1.906 -0.548
N -2.114951 -0.748021 -0.173675 0.745 -0.193 -0.836
N -0.203166 -1.999604 -0.108540 4.387 -3.380 0.365
C 0.609250 1.278919 0.376814 1.134 -0.466 3.192
C -0.856060 -0.833157 -0.288296 1.072 3.349 0.517
H -0.116424 2.113697 0.382336 0.071 -0.868 -0.097
H 1.670798 1.794114 0.280384 -2.185 -1.589 -0.917
H 0.731463 0.780622 1.454958 -0.556 1.482 -1.811
H -2.504158 0.100607 -0.554368 0.043 0.578 0.367
```
Forces are in eV/Å.

Entry 8:
DFT (wB97M-V/def2-TZVPD) results for the molecule C2H4N4O at a distorted geometry.

Output
* 2S+1: 1
* structure (SMILES): N/N=c1\nco[nH]1
* frontier orbital gap: 7.913 eV
* charge: 0

```
11
Properties=species:S:1:pos:R:3:forces:R:3
O 0.203115 2.184364 0.508366 -0.709 -1.358 2.470
N 0.111018 -0.851127 -1.104547 0.377 -0.673 0.344
N -0.162956 -0.035363 1.095834 -0.087 4.028 4.338
N 0.607735 1.381790 -0.527246 0.290 -0.297 -3.248
N -0.201968 -2.145173 -0.780223 -0.458 -2.073 1.117
C -0.129378 1.255349 1.473758 0.278 -2.081 -3.046
C 0.211490 -0.004474 -0.170970 0.027 1.602 -4.166
H -0.057766 -2.688919 0.125833 -0.088 1.983 -1.572
H -0.514558 -2.732355 -1.542201 0.412 0.573 0.127
H 0.272976 1.869173 -1.433622 0.499 -1.717 1.911
H -0.339708 1.766734 2.355018 -0.539 0.013 1.726
```
Forces are in eV/Å.

Which energy relative to the best compared isomer or geometry (same formula, charge and spin) belongs to each record? In order, 49.5, 108.7, 0.0, 42.3, 110.2, 172.6, 130.2, 99.7 kcal per mole.